2 unconnected molecules or ions with the total composition C4H12N2. Source: the OMol25 dataset; level of theory: ωB97M-V/def2-TZVPD.

Summary:
- SMILES: C/N=C\N.CC
- E_HOMO: -0.35480 Eh
- Frontier orbital gap: 10.51 eV
- Max |F|: 1.1 eV/Å
- LUMO level: 0.03153 hartree
- Relative energy (zero: lowest compared OMol25 entry of this formula, charge and spin): 106.31 kJ/mol
- DFT total energy: -269.075855 Ha

Each line ends with the natural charge from an NBO analysis.
Cartesian coordinates (Å):
C -0.0011 1.7630 -2.0919  -0.46
N 0.8249 -0.6170 -0.8646  -0.89
C 1.3796 -0.1017 -2.0873  0.26
N 1.0523 0.9462 -2.6868  -0.41
H -0.9499 1.5186 -2.5711  0.21
H 0.2280 2.8011 -2.3237  0.20
H -0.1204 1.6570 -1.0146  0.19
H 0.8906 -1.6264 -0.8960  0.37
H 1.3937 -0.3272 -0.0748  0.38
H 2.1812 -0.7474 -2.4585  0.15
C -0.3227 -1.0347 2.5303  -0.60
C -1.3882 -0.2381 1.7401  -0.61
H -0.6209 -2.0851 2.5059  0.20
H -0.2338 -0.7297 3.5677  0.20
H 0.6430 -0.9645 2.0318  0.18
H -2.3667 -0.6126 2.0419  0.20
H -1.3371 0.8235 1.9706  0.20
H -1.2525 -0.4252 0.6810  0.22

2 unconnected molecules or ions with the total composition C4H12N2. Source: the OMol25 dataset; level of theory: ωB97M-V/def2-TZVPD.

Summary:
- SMILES: C=CN.CNC
- E_HOMO: -0.29173 Eh
- Frontier orbital gap: 8.83 eV
- Max |F|: 2.8 eV/Å
- LUMO level: 0.03275 hartree
- Relative energy (zero: lowest compared OMol25 entry of this formula, charge and spin): 292.95 kJ/mol
- DFT total energy: -269.004767 Ha

Each line ends with the natural charge from an NBO analysis.
Cartesian coordinates (Å):
C -2.5392 2.2998 1.5024  -0.56
C -1.5341 2.3063 0.6106  0.04
N -0.3723 1.5554 0.5003  -0.83
H -2.5376 2.5072 2.5647  0.21
H -3.5194 2.5574 1.1033  0.20
H -1.7111 2.7971 -0.3525  0.17
H 0.0936 1.3925 1.3745  0.39
H -0.1311 1.2338 -0.4075  0.39
C 0.1921 -2.3279 -0.5591  -0.40
N 0.9017 -1.1473 -0.9677  -0.67
C 2.3163 -1.2358 -0.7082  -0.41
H 0.4869 -2.6644 0.4371  0.18
H 0.3900 -3.1173 -1.2906  0.18
H -0.8790 -2.1315 -0.4899  0.21
H 0.6218 -0.2635 -1.3279  0.37
H 2.7500 -2.2135 -0.9428  0.19
H 2.9154 -0.6041 -1.3634  0.20
H 2.5560 -0.9441 0.3168  0.17

C4H12N2 in the gas phase. Source: the OMol25 dataset; level of theory: ωB97M-V/def2-TZVPD.

Summary:
- SMILES: CNC[C@@H](C)N
- E_HOMO: -0.31933 Eh
- Frontier orbital gap: 9.84 eV
- Max |F|: 2.1 eV/Å
- LUMO level: 0.04217 hartree
- Relative energy (zero: lowest compared OMol25 entry of this formula, charge and spin): 107.44 kJ/mol
- DFT total energy: -269.075423 Ha

Each line ends with the natural charge from an NBO analysis.
Cartesian coordinates (Å):
N 1.2156 1.2626 0.0621  -0.84
C 0.3793 0.5026 1.0026  -0.07
C 1.2121 -0.4201 1.9074  -0.63
C -0.4892 -0.4341 0.1361  -0.22
N -1.3928 0.3165 -0.7879  -0.62
C -1.3082 -0.2692 -2.1393  -0.42
H 2.0012 1.7409 0.4793  0.36
H 1.5780 0.6605 -0.6595  0.34
H -0.2939 1.2713 1.4027  0.20
H 1.5730 0.0908 2.8016  0.21
H 2.0908 -0.6527 1.3148  0.21
H 0.5502 -1.2170 2.2477  0.21
H -1.0750 -1.1189 0.7440  0.18
H 0.2198 -1.0316 -0.4480  0.18
H -2.3515 0.2850 -0.4876  0.35
H -0.5161 0.2292 -2.7018  0.19
H -1.1956 -1.3558 -2.2409  0.17
H -2.1978 0.1402 -2.6334  0.20

C4H12N2 in the gas phase. Source: the OMol25 dataset; level of theory: ωB97M-V/def2-TZVPD.

Summary:
- SMILES: CNCCCN
- E_HOMO: -0.31433 Eh
- Frontier orbital gap: 9.69 eV
- Max |F|: 2.4 eV/Å
- LUMO level: 0.04169 hartree
- Relative energy (zero: lowest compared OMol25 entry of this formula, charge and spin): 100.77 kJ/mol
- DFT total energy: -269.077964 Ha

Each line ends with the natural charge from an NBO analysis.
Cartesian coordinates (Å):
C 0.5788 1.4589 1.0221  -0.23
C -0.1993 0.1739 1.3072  -0.41
C -0.1439 -0.7791 0.0937  -0.25
C -1.4719 -1.3566 -1.8667  -0.40
N -0.8408 -0.2983 -1.0752  -0.64
N 2.0266 1.1200 0.7514  -0.86
H 0.2193 1.8513 0.0713  0.18
H 0.5391 2.2269 1.7922  0.18
H -1.2554 0.3256 1.5678  0.21
H 0.1483 -0.3076 2.2290  0.20
H 0.9280 -0.9253 -0.0577  0.20
H -0.4052 -1.7638 0.5052  0.19
H -2.4062 -1.6585 -1.4154  0.19
H -0.7674 -2.1860 -2.0252  0.17
H -1.6456 -1.0054 -2.8867  0.20
H -0.1747 0.2058 -1.6472  0.35
H 2.4004 1.6588 -0.0038  0.36
H 2.4697 1.2594 1.6383  0.36

C4H12N2 in the gas phase. Source: the OMol25 dataset; level of theory: ωB97M-V/def2-TZVPD.

Summary:
- SMILES: CC(C)NCN
- E_HOMO: -0.30228 Eh
- Frontier orbital gap: 9.38 eV
- Max |F|: 1.8 eV/Å
- LUMO level: 0.04249 hartree
- Relative energy (zero: lowest compared OMol25 entry of this formula, charge and spin): 78.76 kJ/mol
- DFT total energy: -269.086350 Ha

Each line ends with the natural charge from an NBO analysis.
Cartesian coordinates (Å):
C 0.4363 -1.1261 0.9956  -0.63
C -0.6694 -0.1272 0.6430  -0.03
C -1.9794 -0.8023 0.2570  -0.61
N -0.2764 0.7926 -0.3942  -0.68
C 1.0432 1.3517 -0.4997  -0.05
N 1.8959 0.8185 -1.5290  -0.85
H 1.0968 -0.6635 1.7078  0.21
H -0.0548 -1.9853 1.4596  0.21
H 1.0143 -1.4429 0.1347  0.21
H -0.8884 0.4560 1.5396  0.16
H -2.3755 -1.2926 1.1416  0.22
H -2.6975 0.0131 0.0633  0.20
H -1.9361 -1.3080 -0.7037  0.21
H -0.8777 1.0128 -1.1626  0.37
H 0.9225 2.4429 -0.6275  0.17
H 1.4890 1.3165 0.4991  0.18
H 1.3596 0.4703 -2.3057  0.36
H 2.4977 0.0737 -1.2190  0.36

2 unconnected molecules or ions with the total composition C4H12N2. Source: the OMol25 dataset; level of theory: ωB97M-V/def2-TZVPD.

Summary:
- E_HOMO: -0.25704 Eh
- Frontier orbital gap: 4.29 eV
- Max |F|: 6.3 eV/Å
- LUMO level: -0.09936 hartree
- Relative energy (zero: lowest compared OMol25 entry of this formula, charge and spin): 930.17 kJ/mol
- DFT total energy: -268.762065 Ha

Each line ends with the natural charge from an NBO analysis.
Cartesian coordinates (Å):
N 2.4310 1.6335 0.6726  -0.56
C 1.3943 1.0366 1.4581  -0.47
C -0.8628 -0.8402 0.9338  -0.19
N -1.2217 -0.4075 -0.5467  -0.38
C -1.9091 -1.1664 -1.5141  -0.42
C 0.1206 -0.1432 -0.9962  -0.43
H 3.2558 1.8159 1.1256  0.31
H 1.1443 1.6463 2.2913  0.21
H 1.5114 -0.0410 1.6404  0.22
H 0.4848 0.8756 0.8534  0.18
H -1.2178 -0.0413 1.4632  0.18
H -1.3486 -1.7712 1.0257  0.16
H -1.2316 -1.9817 -1.8720  0.18
H -2.8079 -1.5809 -1.0425  0.20
H -2.2395 -0.5012 -2.3051  0.22
H 0.7371 0.4326 -0.2056  0.24
H 0.1357 0.3661 -1.9915  0.19
H 0.6535 -1.1226 -1.1537  0.17

2 unconnected molecules or ions with the total composition C4H12N2. Source: the OMol25 dataset; level of theory: ωB97M-V/def2-TZVPD.

Summary:
- SMILES: C/N=C\N.CC
- E_HOMO: -0.35587 Eh
- Frontier orbital gap: 10.58 eV
- Max |F|: 1.0 eV/Å
- LUMO level: 0.03311 hartree
- Relative energy (zero: lowest compared OMol25 entry of this formula, charge and spin): 109.70 kJ/mol
- DFT total energy: -269.074564 Ha

Each line ends with the natural charge from an NBO analysis.
Cartesian coordinates (Å):
C -2.9351 0.7472 -1.8158  -0.60
C -1.5875 0.1059 -2.0974  -0.61
H -3.6295 0.0283 -1.3850  0.20
H -3.3900 1.1140 -2.7414  0.20
H -2.8541 1.6334 -1.1859  0.20
H -1.6724 -0.7244 -2.7960  0.20
H -0.8598 0.8362 -2.4521  0.20
H -1.1545 -0.3084 -1.1820  0.21
C 1.8618 -0.9724 -0.0891  -0.46
N 1.4045 1.0769 1.7346  -0.89
C 0.7175 -0.1961 1.7887  0.26
N 0.8998 -1.1492 1.0009  -0.40
H 1.4236 -1.5267 -0.9143  0.20
H 2.8147 -1.4187 0.1998  0.21
H 2.0940 0.0605 -0.3430  0.21
H 0.7292 1.8273 1.7259  0.37
H 1.8790 1.1903 2.6215  0.37
H -0.0030 -0.2356 2.6080  0.15

2 unconnected molecules or ions with the total composition C4H12N2O. Source: the OMol25 dataset; level of theory: ωB97M-V/def2-TZVPD.

Summary:
- SMILES: C=NCCCN.O
- E_HOMO: -0.30656 Eh
- Frontier orbital gap: 8.98 eV
- Max |F|: 3.2 eV/Å
- LUMO level: 0.02331 hartree
- Relative energy (zero: lowest compared OMol25 entry of this formula, charge and spin): 318.21 kJ/mol
- DFT total energy: -344.263821 Ha

Each line ends with the natural charge from an NBO analysis.
Cartesian coordinates (Å):
C 1.2730 -1.1953 -0.3693  -0.22
C 0.7368 -0.2453 -1.4475  -0.42
C -0.7299 0.0105 -1.1637  -0.24
C -1.3310 2.2180 -0.2102  -0.02
N -1.0560 0.9866 -0.1367  -0.44
N 0.7843 -2.5468 -0.3345  -0.87
H 2.3718 -1.1570 -0.3726  0.17
H 1.0361 -0.7567 0.6139  0.20
H 0.8156 -0.6684 -2.4610  0.20
H 1.2918 0.6917 -1.3591  0.21
H -1.1523 0.4243 -2.0880  0.19
H -1.3413 -0.8727 -1.0160  0.21
H -0.5854 2.8580 -0.6891  0.13
H -2.1386 2.6338 0.4149  0.16
H 0.2897 -2.9020 0.4605  0.38
H 0.5156 -3.0132 -1.1825  0.36
H -0.1918 1.2476 3.7904  0.46
H -0.2326 1.4372 2.3790  0.47
O 0.1454 0.8041 2.9976  -0.93

C4H12N2O in the gas phase. Source: the OMol25 dataset; level of theory: ωB97M-V/def2-TZVPD.

Summary:
- SMILES: CNN[C@H](C)CO
- E_HOMO: -0.32236 Eh
- Frontier orbital gap: 9.71 eV
- Max |F|: 2.2 eV/Å
- LUMO level: 0.03432 hartree
- Relative energy (zero: lowest compared OMol25 entry of this formula, charge and spin): 230.08 kJ/mol
- DFT total energy: -344.297389 Ha

Each line ends with the natural charge from an NBO analysis.
Cartesian coordinates (Å):
C 0.6317 -0.1289 0.3776  -0.08
C 1.8837 -0.9706 -0.1247  -0.06
C -2.6398 0.2571 -0.1847  -0.41
C 0.5871 1.2415 -0.2893  -0.63
N -0.4988 -0.9399 -0.0020  -0.47
N -1.7409 -0.5014 0.6585  -0.50
O 3.1186 -0.3277 0.0245  -0.71
H 3.1444 0.4337 -0.5660  0.46
H -0.3555 -1.8985 0.3107  0.35
H -1.6102 -0.0743 1.5760  0.34
H 0.7330 -0.0064 1.4721  0.16
H 1.7458 -1.2876 -1.1667  0.17
H 1.9508 -1.8659 0.4989  0.17
H -2.3541 1.3023 -0.3597  0.16
H -3.6336 0.2418 0.2641  0.20
H -2.6992 -0.2386 -1.1523  0.21
H 1.5111 1.7879 -0.1056  0.21
H -0.2126 1.8471 0.1292  0.22
H 0.4386 1.1283 -1.3606  0.21

C4H12N2O in the gas phase. Source: the OMol25 dataset; level of theory: ωB97M-V/def2-TZVPD.

Summary:
- SMILES: C[C@@H](O)CNCN
- E_HOMO: -0.30545 Eh
- Frontier orbital gap: 9.22 eV
- Max |F|: 1.3 eV/Å
- LUMO level: 0.03351 hartree
- Relative energy (zero: lowest compared OMol25 entry of this formula, charge and spin): 141.51 kJ/mol
- DFT total energy: -344.331125 Ha

Each line ends with the natural charge from an NBO analysis.
Cartesian coordinates (Å):
C -0.8130 -0.1811 -0.6793  -0.24
C 0.5617 -0.8256 -0.6781  0.07
C 0.6363 -1.9961 -1.6252  -0.64
O 1.4853 0.1924 -1.0553  -0.73
N -1.2270 0.5394 0.5348  -0.63
C -0.2847 1.4713 1.1209  -0.05
N -0.8191 1.8987 2.3824  -0.85
H -0.8589 0.5481 -1.4927  0.20
H -1.5938 -0.9341 -0.8290  0.20
H 0.8114 -1.1509 0.3411  0.16
H 0.5884 -1.6712 -2.6673  0.22
H -0.1334 -2.7430 -1.4638  0.21
H 1.5657 -2.5702 -1.5627  0.21
H 2.3774 -0.1661 -1.0308  0.47
H -1.6080 -0.0187 1.2872  0.36
H 0.7077 1.0275 1.2705  0.14
H -0.1925 2.3059 0.4304  0.18
H -0.4300 1.3872 3.1573  0.36
H -0.7734 2.8866 2.5596  0.37

2 unconnected molecules or ions with the total composition C4H12N2O. Source: the OMol25 dataset; level of theory: ωB97M-V/def2-TZVPD.

Summary:
- SMILES: C/C=C\N.CON
- E_HOMO: -0.29930 Eh
- Frontier orbital gap: 9.16 eV
- Max |F|: 0.6 eV/Å
- LUMO level: 0.03718 hartree
- Relative energy (zero: lowest compared OMol25 entry of this formula, charge and spin): 320.12 kJ/mol
- DFT total energy: -344.263095 Ha

Each line ends with the natural charge from an NBO analysis.
Cartesian coordinates (Å):
C -0.7495 -0.8816 -2.6340  -0.24
N -0.9903 -1.5269 -0.4046  -0.56
O -0.1414 -1.5600 -1.5602  -0.43
H -0.4427 -1.0729 0.3299  0.36
H -1.1302 -2.4994 -0.1368  0.34
H -0.9218 0.1706 -2.3892  0.16
H -1.7004 -1.3473 -2.9084  0.17
H -0.0452 -0.9597 -3.4597  0.19
C 1.5776 0.9359 0.1509  -0.65
N -0.8458 1.6035 1.9019  -0.82
C 0.0681 0.5910 2.1526  -0.01
C 1.1490 0.2909 1.4325  -0.31
H -1.7823 1.4194 2.2260  0.38
H -0.8258 1.9646 0.9597  0.37
H -0.1266 0.0568 3.0737  0.19
H 1.8102 -0.4785 1.8040  0.21
H 0.8303 1.6297 -0.2273  0.19
H 1.7604 0.1759 -0.6091  0.23
H 2.5063 1.4881 0.2983  0.22

C4H12N2O in the gas phase. Source: the OMol25 dataset; level of theory: ωB97M-V/def2-TZVPD.

Summary:
- SMILES: CN[C@@H](O)N(C)C
- E_HOMO: -0.32539 Eh
- Frontier orbital gap: 9.94 eV
- Max |F|: 0.5 eV/Å
- LUMO level: 0.03978 hartree
- Relative energy (zero: lowest compared OMol25 entry of this formula, charge and spin): 127.47 kJ/mol
- DFT total energy: -344.336472 Ha

Each line ends with the natural charge from an NBO analysis.
Cartesian coordinates (Å):
C -0.2956 0.4259 -0.1013  0.39
C 1.3172 -1.3752 -0.0484  -0.42
C -2.6146 -0.2774 -0.1174  -0.41
C 2.0570 0.8880 -0.1886  -0.42
N 1.0272 -0.0019 0.3198  -0.46
N -1.2649 -0.5364 0.3498  -0.64
O -0.5367 1.7224 0.3829  -0.73
H -0.3332 1.7244 1.3270  0.47
H -1.2447 -0.5727 1.3655  0.36
H -0.3892 0.5097 -1.2011  0.14
H 1.3918 -1.5046 -1.1377  0.16
H 0.5285 -2.0197 0.3272  0.23
H 2.2658 -1.6572 0.4056  0.20
H -2.6240 -0.3670 -1.2033  0.19
H -3.2760 -1.0319 0.3038  0.20
H -2.9844 0.7196 0.1522  0.18
H 1.7952 1.9174 0.0451  0.22
H 2.1811 0.7968 -1.2778  0.16
H 2.9995 0.6399 0.2967  0.20

2 unconnected molecules or ions with the total composition C4H12N2O. Source: the OMol25 dataset; level of theory: ωB97M-V/def2-TZVPD.

Summary:
- SMILES: CCC/N=C/N.O
- E_HOMO: -0.29869 Eh
- Frontier orbital gap: 9.05 eV
- Max |F|: 3.1 eV/Å
- LUMO level: 0.03394 hartree
- Relative energy (zero: lowest compared OMol25 entry of this formula, charge and spin): 275.20 kJ/mol
- DFT total energy: -344.280203 Ha

Each line ends with the natural charge from an NBO analysis.
Cartesian coordinates (Å):
C -1.0935 0.4112 -2.1248  -0.62
C -0.3152 1.6128 -1.5717  -0.42
C 0.3653 1.6187 -0.2060  -0.21
N 0.1829 -0.7599 2.2729  -0.78
C 0.8821 0.0170 1.4287  0.35
N 0.6609 0.1866 0.1640  -0.64
H -2.1340 0.6467 -2.3585  0.21
H -1.3238 -0.1638 -1.2175  0.23
H -0.5550 -0.0861 -2.9182  0.21
H -0.9681 2.5165 -1.6005  0.20
H 0.3408 1.9673 -2.3772  0.20
H 1.2913 2.2217 -0.1680  0.18
H -0.2424 1.9219 0.6455  0.18
H 0.2742 -0.5463 3.2427  0.39
H -0.7514 -1.0438 2.0360  0.41
H 1.6560 0.6973 1.8094  0.13
H 0.1914 -3.2946 -0.2013  0.46
H 0.1296 -1.7821 0.0740  0.49
O -0.3870 -2.6215 0.1237  -0.98